Record 1
This record from the Open Molecules 2025 dataset describes the molecule C7H6N4 at a distorted geometry. The level of theory is ωB97M-V with the def2-TZVPD basis set.

## Properties
Relative energy (zero: lowest compared OMol25 entry of this formula, charge and spin), kJ/mol: 376.5
E_LUMO (alpha / beta), eV: -1.6 / -1.1
HOMO-LUMO gap (alpha / beta), eV: 6.69 / 7.15

Positions of all 17 atoms, in Å:
C  -2.053  0.271  1.179
C  2.621  -0.216  0.761
C  2.086  0.895  0.139
C  0.688  -0.903  0.146
C  -1.505  -1.327  -0.514
C  -0.065  1.119  -0.995
C  -2.443  -0.529  0.154
N  -1.779  0.805  2.159
N  1.759  -1.203  0.831
N  -0.351  -1.593  0.005
N  0.929  0.490  -0.370
H  3.599  -0.237  1.257
H  2.566  1.867  -0.227
H  -1.733  -1.801  -1.494
H  -0.971  0.675  -1.128
H  0.077  1.969  -1.628
H  -3.424  -0.283  -0.273

Löwdin atomic charge list, values in e, 4 entries: -0.32, -0.11, -0.09, -0.34

***

Record 2
This record from the Open Molecules 2025 dataset describes the ion C7H6N4 with charge +2 at a distorted geometry. The level of theory is ωB97M-V with the def2-TZVPD basis set.

## Properties
Charge: +2
Relative energy (zero: lowest compared OMol25 entry of this formula, charge and spin), kJ/mol: 0.0
E_LUMO, eV: -10.8
HOMO-LUMO gap, eV: 8.90

Positions of all 17 atoms, in Å:
C  -0.271  -2.558  1.741
C  -0.857  -1.481  -1.256
C  0.596  0.915  1.061
C  -0.070  -1.343  1.086
C  -0.249  -0.841  -0.149
C  -0.639  1.476  -1.121
C  0.746  1.179  -1.453
N  -0.463  -3.548  2.283
N  -1.394  -1.971  -2.138
N  0.545  -0.043  1.898
N  0.138  0.549  -0.216
H  0.973  1.915  1.268
H  -0.925  2.437  -0.701
H  -1.444  0.980  -1.660
H  0.998  0.493  -2.260
H  1.515  1.926  -1.269
H  0.800  -0.082  2.888

Löwdin atomic charge list, values in e, 4 entries: -0.09, -0.10, 0.08, 0.04

***

Record 3
This record from the Open Molecules 2025 dataset describes a structure of composition C7H6N4O2 at a distorted geometry. The level of theory is ωB97M-V with the def2-TZVPD basis set.

## Properties
Relative energy (zero: lowest compared OMol25 entry of this formula, charge and spin), kJ/mol: 541.3
E_LUMO, eV: -0.4
HOMO-LUMO gap, eV: 8.48

Positions of all 19 atoms, in Å:
C  -0.593  -2.072  0.419
C  -0.249  -0.003  -0.455
C  0.040  0.471  -1.616
C  0.879  1.569  -1.941
C  1.486  2.220  -0.930
C  1.141  1.942  0.504
C  0.306  0.743  0.706
H  -2.897  -1.786  0.417
H  -1.104  -3.345  1.891
H  0.588  -2.079  0.328
H  -0.294  -0.157  -2.615
H  1.077  1.622  -2.953
H  2.253  3.254  -1.350
N  -1.387  -3.143  0.825
N  -1.039  -1.037  -0.203
N  1.481  2.400  1.603
N  0.182  0.607  1.974
O  -2.752  -2.784  0.873
O  0.883  1.577  2.522

Löwdin atomic charge list, values in e, 4 entries: -0.18, -0.33, -0.06, -0.11

***

Record 4
This record from the Open Molecules 2025 dataset describes a structure of composition C7H6N4S7SbTi. The level of theory is ωB97M-V with the def2-TZVPD basis set.

## Properties
Charge: -1
Relative energy (zero: lowest compared OMol25 entry of this formula, charge and spin), kJ/mol: 86.3
E_LUMO, eV: 1.8
HOMO-LUMO gap, eV: 6.45

Positions of all 26 atoms, in Å:
Ti  -0.435  -0.115  -0.056
N  0.886  1.063  3.772
C  0.462  -0.171  4.223
C  -0.045  -0.820  3.145
N  0.092  -0.013  2.039
C  0.681  1.091  2.450
C  0.923  2.113  1.452
N  0.502  1.866  0.232
C  0.827  2.966  -0.522
C  1.439  3.880  0.275
N  1.460  3.338  1.543
H  1.547  1.658  4.244
H  0.569  -0.468  5.250
H  -0.496  -1.793  3.078
H  0.593  3.016  -1.570
H  1.860  4.846  0.064
H  2.069  3.627  2.292
S  -4.852  0.424  -0.778
C  -3.258  0.123  -0.554
S  -2.001  0.806  -1.563
S  -2.614  -0.847  0.740
S  3.899  1.222  2.440
Sb  3.628  -0.856  1.420
S  1.356  -0.481  -1.394
S  0.109  -2.066  -0.971
S  5.581  -1.357  0.421

Löwdin atomic charge list, values in e, 4 entries: -0.05, 0.12, -0.06, -0.11

***

Record 5
This record from the Open Molecules 2025 dataset describes the ion C7H6NO4PS with charge -2 at a distorted geometry. The level of theory is ωB97M-V with the def2-TZVPD basis set.

## Properties
Charge: -2
E_LUMO (alpha / beta), eV: 5.6 / 5.6
HOMO-LUMO gap (alpha / beta), eV: 5.87 / 5.43

Positions of all 20 atoms, in Å:
C  3.392  -0.530  0.549
C  2.200  -0.049  1.102
C  3.167  -1.189  -0.621
C  1.080  -0.336  0.330
C  -1.310  0.057  1.321
C  -0.209  -0.023  0.646
C  -2.432  1.010  0.910
N  -1.193  1.438  -0.993
O  -2.898  -0.676  -1.226
O  -1.980  0.581  -3.259
O  -0.439  -0.895  -1.868
O  -1.919  1.967  0.022
P  -1.706  -0.003  -1.889
S  1.483  -1.154  -1.156
H  4.360  -0.388  1.023
H  2.124  0.469  2.050
H  3.922  -1.634  -1.248
H  -1.600  -0.616  2.122
H  -3.198  0.400  0.419
H  -2.845  1.571  1.765

Löwdin atomic charge list, values in e, 4 entries: -0.27, -0.17, -0.43, -0.49

***

Record 6
This record from the Open Molecules 2025 dataset describes the ion C7H6NO5S with charge -1 at a distorted geometry. The level of theory is ωB97M-V with the def2-TZVPD basis set.

## Properties
Charge: -1
Relative energy (zero: lowest compared OMol25 entry of this formula, charge and spin), kJ/mol: 0.0
E_LUMO, eV: 3.2
HOMO-LUMO gap, eV: 7.98

Positions of all 20 atoms, in Å:
C  -0.559  -1.723  0.248
C  0.738  -1.674  0.015
C  2.625  0.037  -0.702
C  -2.813  -0.320  -0.437
C  2.241  1.439  -0.308
C  1.024  0.791  0.342
C  -1.544  -0.217  0.386
N  1.513  -0.520  0.013
O  -2.707  0.406  -1.501
O  3.443  -0.452  -1.435
O  -3.725  -1.004  -0.010
O  -1.224  2.365  -0.087
O  -1.828  -0.036  1.737
S  -0.676  1.093  -0.564
H  -1.239  -2.510  0.336
H  1.417  -2.535  -0.328
H  2.947  1.826  0.333
H  2.156  2.208  -1.067
H  1.010  1.101  1.337
H  -2.798  -0.275  1.694

Löwdin atomic charge list, values in e, 4 entries: 0.07, -0.13, -0.41, -0.72

***

Record 7
This record from the Open Molecules 2025 dataset describes the ion C7H6NO7 with charge -1 at a distorted geometry. The level of theory is ωB97M-V with the def2-TZVPD basis set.

## Properties
Charge: -1
Relative energy (zero: lowest compared OMol25 entry of this formula, charge and spin), kJ/mol: 196.3
E_LUMO, eV: 2.7
HOMO-LUMO gap, eV: 7.52

Positions of all 21 atoms, in Å:
C  -1.286  -1.131  0.509
C  0.028  -1.833  0.872
C  -1.404  0.139  0.156
C  0.530  -2.484  -0.111
C  -2.975  0.548  -0.025
C  -0.521  1.291  -0.127
C  0.813  1.008  -0.768
N  1.846  1.010  -0.007
O  -3.864  0.033  0.690
O  -3.062  1.411  -0.902
O  2.192  1.391  1.169
O  3.045  0.596  -0.747
O  0.744  -1.581  2.025
O  0.623  -3.240  -0.995
O  0.744  0.600  -2.051
H  -2.230  -1.638  0.728
H  -1.099  2.063  -0.638
H  -0.330  1.846  0.873
H  1.029  -0.666  1.894
H  3.692  0.507  -0.040
H  1.485  0.130  -2.504

Löwdin atomic charge list, values in e, 4 entries: 0.02, -0.31, -0.11, -0.16

***

Record 8
This record from the Open Molecules 2025 dataset describes the molecule C7H6O at a distorted geometry. The level of theory is ωB97M-V with the def2-TZVPD basis set.

## Properties
Relative energy (zero: lowest compared OMol25 entry of this formula, charge and spin), kJ/mol: 0.0
E_LUMO, eV: -0.1
HOMO-LUMO gap, eV: 9.57

Positions of all 14 atoms, in Å:
C  2.219  -0.495  0.052
C  0.818  -0.193  -0.116
C  0.404  1.165  -0.124
C  -0.904  1.421  0.040
C  -1.745  0.319  -0.040
C  -1.427  -1.037  0.080
C  -0.079  -1.182  -0.030
H  2.595  -1.484  0.002
H  1.106  2.028  0.001
H  -1.345  2.418  0.245
H  -2.880  0.543  -0.034
H  -2.299  -1.765  -0.038
H  0.469  -2.174  -0.066
O  3.069  0.435  0.027

Löwdin atomic charge list, values in e, 4 entries: -0.17, -0.23, -0.02, -0.10

***

Record 9
This record from the Open Molecules 2025 dataset describes the molecule C7H6O at a distorted geometry. The level of theory is ωB97M-V with the def2-TZVPD basis set.

## Properties
Relative energy (zero: lowest compared OMol25 entry of this formula, charge and spin), kJ/mol: 317.4
E_LUMO, eV: 0.9
HOMO-LUMO gap, eV: 9.37

Positions of all 14 atoms, in Å:
C  1.857  -0.505  0.735
C  0.877  -0.313  1.632
C  -0.231  0.165  0.718
C  -1.672  0.101  0.544
C  -2.016  0.293  -0.713
C  -0.754  0.281  -1.643
C  0.210  0.077  -0.734
H  2.959  -1.052  0.657
H  1.070  -0.345  2.779
H  -0.360  1.286  1.051
H  -2.693  0.139  1.094
H  -3.047  0.275  -1.060
H  -0.675  -0.007  -2.665
O  1.640  -0.111  -0.636

Löwdin atomic charge list, values in e, 4 entries: -0.12, -0.03, -0.26, -0.14

***

Record 10
This record from the Open Molecules 2025 dataset describes the molecule C7H6OS at a distorted geometry. The level of theory is ωB97M-V with the def2-TZVPD basis set.

## Properties
Relative energy (zero: lowest compared OMol25 entry of this formula, charge and spin), kJ/mol: 482.8
E_LUMO, eV: 0.4
HOMO-LUMO gap, eV: 9.32

Positions of all 15 atoms, in Å:
C  1.914  -1.506  0.270
C  0.598  -1.755  -0.090
C  1.836  1.166  0.533
C  2.172  -0.181  0.613
C  0.670  0.577  0.325
C  -0.165  -0.525  -0.080
C  -2.106  1.195  -0.844
O  -2.072  -0.010  1.510
S  -1.989  -0.487  0.135
H  2.800  -2.202  0.301
H  0.319  -2.735  -0.455
H  2.182  2.183  0.719
H  -3.115  1.455  -0.769
H  -1.769  1.067  -1.870
H  -1.278  1.759  -0.297

Löwdin atomic charge list, values in e, 4 entries: -0.12, -0.06, 0.01, 0.01